No. 1
# CH2N4OS

CH2N4OS in the gas phase (ωB97M-V with the def2-TZVPD basis set, OMol25).

Structure (XYZ):
```
9
CH2N4OS (ωB97M-V with the def2-TZVPD basis set)
O -0.74784 2.36678 -0.05449
C -0.78074 1.11556 -0.24245
N -1.89566 0.25489 -0.32374
N -1.53362 -1.00339 -0.16584
N -0.21751 -1.04346 -0.24599
N 0.37420 0.16970 0.01659
S 2.10239 0.35547 -0.32510
H 0.10827 -1.83770 0.39906
H 2.59050 -0.37785 0.94195
```

Summary:
total charge: 0
E_LUMO: -0.62 eV
structure (SMILES): O=c1nn[nH]n1S
largest force on an atom: 5.3 eV Å⁻¹

Population analysis type Mulliken, resulting atomic charges in e: atom 1 (O): -0.54, atom 2 (C): 0.44, atom 3 (N): -0.21, atom 4 (N): -0.27, atom 5 (N): 0.18, atom 6 (N): -0.01, atom 7 (S): -0.08, atom 8 (H): 0.30, atom 9 (H): 0.18

No. 2
# C53H57Cl2N7O5P2PbS2Se2Si4

C53H57Cl2N7O5P2PbS2Se2Si4 as an isolated structure (ωB97M-V with the def2-TZVPD basis set, OMol25).

Structure (XYZ):
```
135
C53H57Cl2N7O5P2PbS2Se2Si4 (ωB97M-V with the def2-TZVPD basis set)
Pb 0.49903 0.86470 0.28075
Cl 0.86779 0.97516 -6.80687
C 1.33412 1.24692 -5.14730
C 0.33403 1.42390 -4.20271
C 0.64986 1.62446 -2.86109
N -0.28272 1.76488 -1.83303
C -1.54824 2.11941 -2.04881
O -2.15493 2.26885 -3.11787
C -2.32445 2.42869 -0.77455
C -3.71135 2.49968 -0.83957
C -4.41509 2.81537 0.30585
C -3.71761 3.06411 1.47851
C -2.34090 2.94926 1.45517
N -1.65363 2.64202 0.35831
C 2.01797 1.66900 -2.47711
C 3.00115 1.48845 -3.44234
C 2.66079 1.27551 -4.76922
Cl 3.94744 1.03972 -5.92566
N 2.26564 1.87072 -1.11190
C 3.43659 2.30519 -0.66948
O 4.51741 2.47843 -1.26329
C 3.42380 2.70549 0.80159
C 4.44259 3.51949 1.28887
C 4.40621 3.90696 2.61469
C 3.38503 3.44270 3.43211
C 2.42545 2.61862 2.86978
N 2.43357 2.28393 1.58268
H -0.70083 1.39734 -4.50123
H -4.19102 2.29400 -1.78533
H -5.49771 2.84752 0.29192
H -4.22934 3.29476 2.40312
H -1.76216 3.07252 2.36429
H 4.03737 1.49959 -3.15210
H 5.22525 3.81709 0.60592
H 5.17898 4.55108 3.01869
H 3.33405 3.69799 4.48208
H 1.61809 2.20296 3.46482
Se 6.02711 -4.83050 -0.76765
P 5.85503 -2.72432 -0.66234
C 6.55568 -1.82037 -2.07828
C 6.28015 -0.46178 -2.26048
C 6.81346 0.21542 -3.34033
C 7.62205 -0.45764 -4.25142
C 7.89850 -1.80202 -4.07183
C 7.36339 -2.48609 -2.98520
C 6.81254 -2.10967 0.77410
C 6.75383 -2.84509 1.95605
C 7.46309 -2.44551 3.07537
C 8.27558 -1.32084 3.01820
C 8.36553 -0.60156 1.83742
C 7.63262 -0.98682 0.72197
C 4.19095 -2.03984 -0.59085
C 3.19625 -1.71523 0.34215
N 2.18510 -1.17608 -0.37217
N 2.51170 -1.19561 -1.64887
N 3.70229 -1.71730 -1.80990
P 2.91205 -1.94284 2.09818
Se 0.90408 -1.68832 2.68581
C 4.03914 -0.82758 2.98562
C 3.98316 -0.78115 4.37876
C 4.82319 0.06426 5.08380
C 5.70626 0.89263 4.40218
C 5.73755 0.87889 3.01747
C 4.90803 0.02060 2.30950
C 3.46179 -3.64194 2.42996
C 4.24908 -3.99878 3.51882
C 4.54093 -5.33405 3.76022
C 4.04952 -6.31641 2.91324
C 3.26540 -5.96351 1.82382
C 2.97044 -4.63316 1.58235
H 5.61175 0.06587 -1.58934
H 6.56401 1.25827 -3.49001
H 8.01700 0.06827 -5.11233
H 8.51514 -2.33212 -4.78758
H 7.55030 -3.54375 -2.84371
H 6.16244 -3.75056 1.98291
H 7.38863 -3.02067 3.99070
H 8.83698 -1.00791 3.89051
H 9.00125 0.27386 1.77903
H 7.71310 -0.40809 -0.18746
H 3.25542 -1.39181 4.90081
H 4.77354 0.09158 6.16580
H 6.35537 1.56323 4.95352
H 6.40197 1.53931 2.47631
H 4.92874 0.02523 1.22669
H 4.65253 -3.23534 4.17172
H 5.16047 -5.60394 4.60707
H 4.28508 -7.35760 3.09721
H 2.88835 -6.72292 1.15102
H 2.36003 -4.36163 0.72902
O -2.52358 -2.25191 2.00327
S -2.84484 -0.96239 1.41203
O -4.26503 -0.72771 1.24723
O -2.09382 0.14481 1.97837
S -2.01515 -1.04781 -0.58749
C -4.12089 -1.25045 -3.76868
Si -4.53512 -2.59102 -2.52123
C -5.13496 -4.09864 -3.50305
C -5.94979 -2.00465 -1.43217
Si -2.61700 -3.05099 -1.24837
Si -0.83127 -3.51346 -2.69844
C -0.27092 -1.93468 -3.52412
C -1.37615 -4.73182 -4.03883
C 0.59400 -4.27209 -1.74447
Si -2.93234 -4.64000 0.44055
C -3.26757 -6.18594 -0.64174
C -1.41287 -5.11320 1.42827
C -4.50047 -4.47918 1.45525
H -5.02206 -0.98835 -4.33354
H -3.36971 -1.59658 -4.48186
H -3.73712 -0.34163 -3.29886
H -6.18435 -3.95900 -3.78259
H -5.06211 -5.02613 -2.93286
H -4.55760 -4.23166 -4.42064
H -6.64092 -1.40047 -2.02887
H -5.59636 -1.40738 -0.59062
H -6.50165 -2.85875 -1.02912
H -1.08638 -1.36968 -3.97777
H 0.45279 -2.18436 -4.30723
H 0.24332 -1.27967 -2.82105
H -2.18560 -4.32051 -4.64673
H -1.72657 -5.67662 -3.61634
H -0.53334 -4.94703 -4.70281
H 0.96872 -3.55891 -1.00791
H 1.41421 -4.50988 -2.42893
H 0.29801 -5.18522 -1.22323
H -2.47257 -6.36662 -1.37032
H -4.20873 -6.10029 -1.19133
H -3.33830 -7.07539 -0.00516
H -0.64653 -5.51435 0.76128
H -1.69380 -5.90741 2.12911
H -0.98793 -4.27982 1.98413
H -5.34190 -4.21786 0.80843
H -4.42483 -3.72089 2.23127
H -4.70685 -5.45631 1.90493
```

Summary:
total charge: -2
E_LUMO: 3.56 eV
largest force on an atom: 0.5 eV Å⁻¹

Atomic partial charges in e from the Mulliken method, atoms 1 to 99: atom 1 (Pb): 1.27, atom 2 (Cl): -0.29, atom 3 (C): 0.10, atom 4 (C): -0.26, atom 5 (C): -0.21, atom 6 (N): 0.09, atom 7 (C): 0.44, atom 8 (O): -0.85, atom 9 (C): 0.03, atom 10 (C): -0.45, atom 11 (C): -0.47, atom 12 (C): -0.57, atom 13 (C): -0.24, atom 14 (N): -0.08, atom 15 (C): -0.50, atom 16 (C): -0.72, atom 17 (C): 0.13, atom 18 (Cl): -0.27, atom 19 (N): 0.34, atom 20 (C): 0.23, atom 21 (O): -0.86, atom 22 (C): 0.17, atom 23 (C): -0.61, atom 24 (C): -0.60, atom 25 (C): -0.67, atom 26 (C): -0.54, atom 27 (N): 0.65, atom 28 (H): 0.71, atom 29 (H): 0.44, atom 30 (H): 0.37, atom 31 (H): 0.39, atom 32 (H): 0.36, atom 33 (H): 0.43, atom 34 (H): 0.54, atom 35 (H): 0.39, atom 36 (H): 0.42, atom 37 (H): 0.49, atom 38 (Se): -0.48, atom 39 (P): 0.68, atom 40 (C): 0.47, atom 41 (C): -0.05, atom 42 (C): -0.87, atom 43 (C): -0.75, atom 44 (C): -0.58, atom 45 (C): -0.95, atom 46 (C): 0.49, atom 47 (C): -0.53, atom 48 (C): -0.74, atom 49 (C): -0.50, atom 50 (C): -0.75, atom 51 (C): -0.07, atom 52 (C): 0.63, atom 53 (C): -0.34, atom 54 (N): 0.62, atom 55 (N): -0.17, atom 56 (N): -0.80, atom 57 (P): -0.32, atom 58 (Se): -0.22, atom 59 (C): 1.32, atom 60 (C): -0.77, atom 61 (C): -1.01, atom 62 (C): -0.95, atom 63 (C): -0.75, atom 64 (C): 0.41, atom 65 (C): 0.70, atom 66 (C): -0.62, atom 67 (C): -0.47, atom 68 (C): -0.63, atom 69 (C): -0.75, atom 70 (C): -0.23, atom 71 (H): 0.51, atom 72 (H): 0.51, atom 73 (H): 0.39, atom 74 (H): 0.37, atom 75 (H): 0.33, atom 76 (H): 0.48, atom 77 (H): 0.44, atom 78 (H): 0.38, atom 79 (H): 0.39, atom 80 (H): 0.38, atom 81 (H): 0.54, atom 82 (H): 0.38, atom 83 (H): 0.40, atom 84 (H): 0.71, atom 85 (H): -0.29, atom 86 (H): 0.39, atom 87 (H): 0.40, atom 88 (H): 0.37, atom 89 (H): 0.46, atom 90 (H): 0.52, atom 91 (O): -0.55, atom 92 (S): 0.03, atom 93 (O): -0.62, atom 94 (O): -0.34, atom 95 (S): 0.46, atom 96 (C): -0.80, atom 97 (Si): 0.66, atom 98 (C): -1.08, atom 99 (C): -1.07

No. 3
# C3H5N4O2

An isolated ion of composition C3H5N4O2 and charge +1 (ωB97M-V with the def2-TZVPD basis set, OMol25).

Structure (XYZ):
```
14
C3H5N4O2 (ωB97M-V with the def2-TZVPD basis set)
C -1.54851 -0.03358 0.25160
N -0.12748 -0.12503 0.13563
C 0.29791 -1.51560 0.52247
O -0.42910 -2.05430 1.27195
N 0.53917 0.63327 1.18979
N 1.26383 1.44925 0.70735
N 1.41417 1.38181 -0.63861
C 0.54786 0.41071 -1.11937
O 0.39939 -0.12955 -2.17800
H -1.86950 1.00419 0.36609
H -2.12366 -0.48701 -0.58520
H -1.86755 -0.55424 1.18436
H 1.40453 -1.82086 0.09808
H 2.09896 1.84094 -1.20616
```

Summary:
total charge: +1
E_LUMO: -5.57 eV
structure (SMILES): C[N@+]1(C=O)N=NNC1=O
largest force on an atom: 4.0 eV Å⁻¹

Population analysis type Mulliken, resulting atomic charges in e: atom 1 (C): -0.72, atom 2 (N): 0.53, atom 3 (C): 0.30, atom 4 (O): -0.30, atom 5 (N): -0.22, atom 6 (N): -0.20, atom 7 (N): 0.10, atom 8 (C): 0.26, atom 9 (O): -0.39, atom 10 (H): 0.33, atom 11 (H): 0.38, atom 12 (H): 0.34, atom 13 (H): 0.31, atom 14 (H): 0.29

> Which value of total charge does entry 2 give?

-2

> total charge of number 3 (C3H5N4O2)?

+1

> Among the records above, which one has the highest total charge?

C3H5N4O2

Please write out number 3 again, unchanged.
# C3H5N4O2

An isolated ion of composition C3H5N4O2 and charge +1 (ωB97M-V with the def2-TZVPD basis set, OMol25).

Structure (XYZ):
```
14
C3H5N4O2 (ωB97M-V with the def2-TZVPD basis set)
C -1.54851 -0.03358 0.25160
N -0.12748 -0.12503 0.13563
C 0.29791 -1.51560 0.52247
O -0.42910 -2.05430 1.27195
N 0.53917 0.63327 1.18979
N 1.26383 1.44925 0.70735
N 1.41417 1.38181 -0.63861
C 0.54786 0.41071 -1.11937
O 0.39939 -0.12955 -2.17800
H -1.86950 1.00419 0.36609
H -2.12366 -0.48701 -0.58520
H -1.86755 -0.55424 1.18436
H 1.40453 -1.82086 0.09808
H 2.09896 1.84094 -1.20616
```

Summary:
total charge: +1
E_LUMO: -5.57 eV
structure (SMILES): C[N@+]1(C=O)N=NNC1=O
largest force on an atom: 4.0 eV Å⁻¹

Population analysis type Mulliken, resulting atomic charges in e: atom 1 (C): -0.72, atom 2 (N): 0.53, atom 3 (C): 0.30, atom 4 (O): -0.30, atom 5 (N): -0.22, atom 6 (N): -0.20, atom 7 (N): 0.10, atom 8 (C): 0.26, atom 9 (O): -0.39, atom 10 (H): 0.33, atom 11 (H): 0.38, atom 12 (H): 0.34, atom 13 (H): 0.31, atom 14 (H): 0.29